1.
69
Properties=species:S:1:pos:R:3 method="wB97M-V/def2-TZVPD" e_lumo_ev=0.4 homo_lumo_gap_ev=9.7 smiles=CCNB1OBOB(I)O1.C1CCOC1.C1CCOC1.C1CCOC1.C1CCOC1 homo_ev=-9.315 fmax_ha_per_bohr=0.0168 total_energy_ha=-1663.18687 molar_mass_g_mol=540.9
I 2.7219 2.4144 -4.0591
O 1.0807 2.9300 -1.5361
O 0.4785 -3.3513 1.7065
O -2.6552 -5.3081 -0.6533
O -0.3282 1.3618 -0.5080
O 2.3643 6.2750 -5.6214
O -1.1653 0.4454 5.8677
O 0.3315 1.0444 -2.7408
N -0.2023 -0.9620 -1.3334
C -1.4199 -1.6446 -1.8104
C 1.5728 -2.7081 3.6983
C 2.7570 6.5254 -4.2714
C -1.6294 -6.1676 -1.1504
C 3.9690 7.4457 -4.3448
C -2.6722 -5.3497 0.7760
C -1.4639 -1.8721 -3.3161
C 0.8736 -3.8580 2.9809
C 0.8267 -1.5013 3.1312
C 0.5978 -1.9270 1.6890
C 3.0417 7.1726 -6.4996
C -0.8367 1.7344 5.3490
C -1.8012 -6.5336 1.1797
C 3.6715 8.2414 -5.6144
C -2.4443 0.0373 5.3825
C -0.7720 -6.5502 0.0496
C -1.8503 2.0208 4.2478
C -3.0803 1.2762 4.7648
B 1.2002 2.0992 -2.6246
B -0.0638 2.6784 -0.7908
B -0.0841 0.4526 -1.5332
H -0.0110 -5.7885 0.2317
H 1.3768 -0.5645 3.2110
H 4.8827 6.8612 -4.4724
H -2.2577 -4.4109 1.1582
H -2.0914 -7.0518 -1.6038
H -3.8019 1.0318 3.9866
H 2.9691 5.5723 -3.7869
H -2.2473 -2.5867 -3.5716
H -0.1277 -1.3767 3.6480
H -0.2770 -7.5121 -0.0789
H -0.5073 -2.2531 -3.6794
H -3.0160 -0.3768 6.2139
H -3.7046 -5.4458 1.1151
H -1.5180 1.5877 3.3015
H -2.0148 3.0868 4.0971
H -1.5290 -2.5906 -1.2755
H -0.9071 2.4740 6.1538
H 2.9512 9.0344 -5.4032
H 2.6278 -2.6702 3.4184
H 1.5135 -4.7295 2.8325
H -3.5876 1.8668 5.5303
H 0.6192 -1.4444 -1.6813
H -2.3833 -7.4578 1.1764
H 3.8087 6.6226 -7.0562
H -1.0732 -5.6356 -1.9243
H 0.1936 1.7138 4.9903
H 4.0805 8.0635 -3.4549
H -1.6631 -0.9439 -3.8550
H -0.0221 -4.1742 3.5290
H -0.8166 3.5518 -0.5084
H -1.3586 -6.4105 2.1674
H 4.5539 8.6927 -6.0663
H -2.2733 -1.0313 -1.5083
H 1.4493 -1.6552 1.0554
H -0.3009 -1.5129 1.2368
H -2.3123 -0.7487 4.6296
H 2.3206 7.5733 -7.2134
H 1.9284 7.0073 -3.7405
H 1.5086 -2.7896 4.7823

2.
72
Properties=species:S:1:pos:R:3 method="wB97M-V/def2-TZVPD" e_lumo_ev=-3.0 homo_lumo_gap_ev=6.1 smiles="CCCC[C@H]1NC(=O)[C@H](C)[C@H]1COCC.COP(=O)(OC)OC.COP(=O)(OC)OC" de_lowest_kcal_mol=367.1 homo_ev=-9.047 fmax_ha_per_bohr=0.1922 total_energy_ha=-2199.82727 molar_mass_g_mol=493.5
P -5.7376 3.0889 -0.6223
P 2.9969 1.6135 5.7975
O -6.4426 1.9117 0.0607
O 4.5351 -3.4533 -2.4377
O 3.9394 3.0489 6.0076
O 3.6793 0.9627 7.0058
O 1.6384 2.4221 6.2896
O -4.5331 1.9951 -1.2100
O -6.3134 3.2684 -2.1644
O 1.8876 -0.2203 1.7067
O 2.0545 0.1781 5.5874
O -6.9422 4.1828 -0.0346
N 0.9696 -0.5776 -0.6867
C 2.3760 -0.5162 4.3994
C 2.8827 -1.7178 -1.6930
C 3.4190 -1.2058 -0.2215
C 4.5831 -3.9834 -3.8122
C 1.4290 -1.0642 -2.0763
C 3.1402 -3.3346 -1.9467
C -8.2829 4.0201 -0.4664
C 2.0360 -0.5953 0.4189
C -6.2455 2.1946 -3.0874
C -2.2853 -1.8184 -1.9062
C 3.7973 -3.0746 -4.9307
C 3.7822 3.8020 7.1987
C 4.3950 0.1463 -0.3473
C -3.2637 2.2198 -0.6315
C 0.6098 1.7419 6.9889
C -2.9172 -3.0747 -2.8052
C -1.1109 -1.0644 -2.8231
C 0.2897 -1.9618 -2.8403
H -8.4022 4.4303 -1.4728
H -8.9307 4.5848 0.2085
H -8.5918 2.9723 -0.4505
H 4.6353 4.4787 7.2908
H 0.0578 2.4631 7.6051
H 3.9100 -2.0534 0.4539
H -3.3149 2.1070 0.4536
H 5.7346 -3.9673 -4.1273
H -0.0879 1.3129 6.2647
H 1.7587 -0.1262 -2.7357
H 3.1484 -2.2029 -4.4966
H 3.0239 -3.9050 -0.9043
H 1.7506 -1.4110 4.3319
H -2.5546 1.4946 -1.0409
H -6.3802 1.2250 -2.6039
H -0.9544 0.0243 -2.3956
H 3.0883 -3.8276 -5.5267
H -5.2816 2.2294 -3.6019
H 4.9240 0.1890 -1.3906
H -3.5184 -2.6613 -3.7278
H 3.5827 -1.2531 -2.5410
H 0.3599 -1.4121 -0.4364
H 2.1661 0.1237 3.5364
H 3.7477 3.1624 8.0837
H -3.1691 -1.0601 -1.6621
H 5.1416 0.0768 0.5599
H -1.8362 -2.2747 -0.9060
H -1.5049 -0.9101 -3.9387
H 4.5086 -2.5899 -5.7464
H -2.9211 3.2275 -0.8871
H -7.0356 2.3177 -3.8392
H 0.0661 -2.9338 -2.2275
H 3.4288 -0.8065 4.4016
H 4.2752 -5.1346 -3.8835
H 2.8740 4.4078 7.1389
H 1.0017 0.9608 7.6433
H 2.3535 -3.8306 -2.6640
H -2.1000 -3.8065 -3.2129
H -3.6617 -3.6950 -2.1294
H 0.6146 -2.1662 -3.9592
H 3.7265 1.1057 -0.1817

3.
8
Properties=species:S:1:pos:R:3 method="wB97M-V/def2-TZVPD" e_lumo_ev="0.3 / -1.9" homo_lumo_gap_ev="7.9 / 7.4" spin_multiplicity=3 de_lowest_kcal_mol=184.7 s2=2.02 homo_ev="-7.590 / -9.248" fmax_ha_per_bohr=0.1715 total_energy_ha=-282.85666 molar_mass_g_mol=73.1
O 0.2867 0.7995 -0.7396
O -1.1093 -0.3700 2.0768
N -1.0933 -1.1075 1.1915
C -0.4174 -0.0902 -1.0886
C -1.3222 0.4994 2.8306
H -0.5610 0.9115 3.4270
H -0.1853 -1.0236 -0.8461
H -1.4006 -0.0083 -1.5650